[1]
Molecular formula: C18H51N3O9
Method: DFT, ωB97M-V with the def2-TZVPD basis set

CARTESIAN COORDINATES (ANGSTROEM)
H -0.273 -2.668 -3.885
H -0.187 0.165 7.185
C -2.429 -2.305 -5.424
O -2.163 -2.745 1.447
O 4.308 3.153 2.762
H 3.612 4.988 -1.207
H -1.096 -0.104 5.689
H -1.926 -0.067 1.895
H -2.744 -1.964 -6.417
H 3.104 0.291 3.761
H 4.689 -0.111 -1.991
H -2.357 3.005 1.089
O 2.317 2.174 0.871
C 3.408 -1.059 1.566
H 4.278 -1.749 -0.269
H -2.440 -2.672 -0.612
H -0.900 -4.124 2.224
H 0.999 1.704 -3.693
N -1.924 0.275 0.939
H -0.622 3.318 1.552
C -0.983 1.366 0.824
C 0.398 1.577 -2.785
H -2.039 -0.466 -4.645
H 2.535 1.376 0.349
C 3.343 -1.282 0.068
O 0.998 -0.049 5.525
O 3.202 -0.010 -0.548
H -0.056 -2.833 1.406
H 2.455 -1.340 4.086
C -1.589 -0.798 0.030
H 2.512 -1.947 -0.196
H 0.036 1.152 1.187
H -5.026 -1.481 -2.482
H -4.306 -3.275 -5.097
H 2.736 2.918 0.404
H -0.827 1.588 -0.236
H 4.008 4.050 2.943
C -0.202 0.382 6.119
O -1.675 2.209 2.886
C 0.984 0.168 4.133
H 3.300 0.976 -2.334
H -6.018 -0.485 -3.583
H -5.997 -2.267 -3.745
H 0.129 -0.371 3.721
H -2.693 3.948 3.370
H -1.428 -1.899 -2.847
H 3.119 -0.778 -2.489
H -0.534 -1.114 0.141
H -3.428 -3.018 -3.616
H 1.959 0.262 1.707
C -0.767 -1.705 -3.709
C -3.674 -2.518 -4.578
O 3.805 4.081 -0.943
H -0.363 1.467 5.985
H 0.893 1.239 3.909
C -1.448 2.588 1.538
H 0.961 -1.064 -2.569
H 0.847 -0.422 -4.209
N -1.485 -1.279 -4.907
H -3.487 -1.665 0.381
H -2.106 2.896 4.715
H -0.985 3.937 3.804
C -1.883 3.298 3.731
C 0.251 -0.681 -3.321
H 3.649 2.784 2.138
C 3.604 0.019 -1.914
C -0.951 -3.459 1.357
N 2.130 -0.650 2.126
O -4.337 -1.282 -4.395
C -5.404 -1.372 -3.506
H 4.568 3.820 -1.471
H -0.909 -4.087 0.456
C -2.462 -2.034 0.288
H 3.819 -1.937 2.067
H -1.767 -0.477 -0.995
O -0.435 0.449 -2.887
H -1.876 -3.236 -5.556
H -0.272 2.421 -2.652
C 2.275 -0.400 3.561
H 1.077 1.477 -1.929
H 4.170 -0.271 1.707

The value obtained for the HOMO energy is -8.375 eV. Its total energy is -1557.71331 Eh. The largest force on an atom is 1.45 eV/Å. The value obtained for the HOMO-LUMO gap is 8.461 eV. The charge is 0. The energy relative to the best compared isomer or geometry (same formula, charge and spin) is 6.3 kcal per mole. The calculation puts the LUMO energy at 0.003 hartree. Its SMILES is COCCNCCOC.COCCNCCOC.COCCNCCOC.O.O.O.


[2]
Molecular formula: C6H6N2
Method: DFT, ωB97M-V with the def2-TZVPD basis set

CARTESIAN COORDINATES (ANGSTROEM)
C -0.764 0.147 -0.333
H 1.901 -2.051 -0.286
N -1.465 0.260 1.894
C -0.208 -0.248 1.802
H 2.145 -1.061 1.182
H 2.151 -0.199 -0.392
C -0.477 1.459 -2.657
N 0.171 -0.472 0.392
C 1.596 -0.947 0.229
H -0.175 1.878 -3.525
C -1.734 0.474 0.574
C -0.633 0.712 -1.658
H -2.693 0.810 0.126
H 0.185 -0.761 2.652

The value obtained for the HOMO energy is -8.410 eV. Its total energy is -341.60243 Eh. The largest force on an atom is 7.69 eV/Å. The value obtained for the HOMO-LUMO gap is 9.199 eV. The charge is 0. The energy relative to the best compared isomer or geometry (same formula, charge and spin) is 75.4 kcal per mole. The calculation puts the LUMO energy at 0.029 hartree. Its SMILES is C#Cc1cncn1C.


[3]
Molecular formula: H13NaO7
Method: DFT, ωB97M-V with the def2-TZVPD basis set

CARTESIAN COORDINATES (ANGSTROEM)
O 0.633 -0.410 1.855
O 0.096 -2.991 1.659
H -2.039 -2.076 -0.235
O -1.431 -1.523 -0.725
H 0.765 2.926 -0.468
H -1.869 -0.673 -0.777
H -3.092 1.450 -0.217
O -2.368 0.964 0.178
H -0.337 -0.500 1.780
O 1.463 2.315 -0.235
H 3.623 -0.836 0.819
H -2.638 0.826 1.086
O 2.776 -0.857 0.374
H -0.962 1.173 -3.067
H 2.270 2.759 -0.497
H 0.376 1.829 -3.331
Na 0.430 0.128 -0.448
O -0.032 1.108 -2.852
H 0.458 -2.113 1.539
H 2.157 -0.519 1.021
H -0.277 -2.979 2.540

The value obtained for the HOMO energy (alpha / beta) is -14.980 / -14.927 eV. As for the expectation value of S²: 0.754. Its total energy is -696.51543 Eh. The largest force on an atom is 1.02 eV/Å. The value obtained for the HOMO-LUMO gap (alpha / beta) is 11.367 / 7.350 eV. The charge is +1. The calculation puts the LUMO energy (alpha / beta) at -0.133 / -0.278 hartree. The spin multiplicity is 2.


[4]
Molecular formula: C7H14Br
Method: DFT, ωB97M-V with the def2-TZVPD basis set

CARTESIAN COORDINATES (ANGSTROEM)
C 2.402 0.038 -0.073
C 0.151 -0.216 1.234
H 1.309 -1.686 -0.007
H 2.097 -1.414 1.521
C -2.302 -0.776 0.157
H 2.028 0.304 -1.057
H 2.589 0.978 0.442
H 0.180 1.993 1.948
H 3.397 -0.402 -0.260
C -1.001 -1.216 0.876
H -0.664 3.247 0.436
H -0.612 -2.019 0.229
H -1.338 -1.785 1.779
H -2.742 0.110 0.620
Br -0.201 -0.442 -4.515
C -0.075 1.221 1.140
C 1.459 -0.881 0.741
H -0.670 2.149 -0.972
H -2.202 -0.550 -0.911
H -3.104 -1.536 0.206
C -0.497 2.198 0.118
H -0.203 0.686 -3.652

The value obtained for the HOMO energy (alpha / beta) is -7.884 / -9.295 eV. As for the expectation value of S²: 0.759. Its total energy is -2848.97160 Eh. The largest force on an atom is 6.28 eV/Å. The value obtained for the HOMO-LUMO gap (alpha / beta) is 8.508 / 9.332 eV. The charge is 0. The energy relative to the best compared isomer or geometry (same formula, charge and spin) is 70.6 kcal per mole. The calculation puts the LUMO energy (alpha / beta) at 0.023 / 0.001 hartree. The spin multiplicity is 2.


[5]
Molecular formula: C29H46BrNNiOP2
Method: DFT, ωB97M-V with the def2-TZVPD basis set

CARTESIAN COORDINATES (ANGSTROEM)
H 1.563 -3.521 3.660
C -1.875 0.344 -0.966
H -1.866 6.335 1.768
H 0.573 5.382 0.316
C -3.047 -0.602 -0.710
H -3.882 -0.345 -1.376
H -0.155 -3.151 8.254
H -0.579 -3.485 1.378
C 1.934 1.109 0.733
C 2.994 0.584 2.995
C 2.668 1.953 2.823
H -0.306 -3.164 -2.687
H 4.451 -0.737 2.016
C -0.095 -1.660 0.335
H -1.510 0.243 -1.999
H 2.871 -0.701 -0.064
H 2.134 -1.999 -2.399
C 1.367 -0.191 -6.051
H -1.932 -3.880 -4.416
H 2.070 -2.627 -5.408
C 0.086 -0.243 -5.235
H 1.403 3.078 1.449
C 2.283 -0.173 3.915
C 0.520 -4.463 5.325
H -0.647 -2.066 2.434
C 2.189 -2.907 -4.361
Br 0.735 2.514 -2.751
H 1.486 -1.093 -6.659
H 0.465 -5.432 4.826
H -0.208 -2.155 -0.646
H -1.861 -2.292 -5.225
C 1.619 -0.974 4.572
H -2.981 1.245 1.761
C -0.361 5.094 0.838
C -1.364 6.250 0.804
H -2.182 1.396 -0.870
C -0.823 0.841 1.719
H 2.775 2.705 3.606
H -2.152 1.237 3.322
H -0.858 7.184 0.579
C 1.138 -3.395 4.657
H -2.528 -0.304 2.557
H -3.392 5.899 0.050
H 1.479 -3.708 -4.142
H -0.442 -3.391 -5.251
P 0.303 -1.001 -3.580
H -0.091 4.780 1.860
H 2.714 -0.915 -3.656
C 1.181 -2.136 5.288
C -1.284 -3.025 -4.647
H 1.345 0.686 -6.709
H -3.432 -0.512 0.311
C -2.210 0.728 2.349
H -2.796 -1.653 -0.897
C 2.814 0.015 0.738
H -1.968 -2.405 1.274
C 1.987 -1.714 -3.451
H 3.200 -3.300 -4.236
C 2.001 2.192 1.646
H 0.974 -1.743 0.564
C 0.182 -3.197 7.215
H 0.965 -1.153 7.196
H -2.841 3.733 -0.584
C 0.791 -2.073 6.636
C -1.983 4.413 -0.694
H -1.679 -2.026 -2.752
H -0.231 0.788 -5.016
H -1.631 4.348 -1.737
H -2.258 6.509 -1.176
H -0.729 -0.745 -5.766
C 3.580 -0.092 1.891
H -0.588 1.905 1.570
N 0.004 -4.347 6.550
Ni 1.123 1.730 -0.702
C -2.359 5.858 -0.305
H -0.056 0.477 2.417
O -0.937 3.945 0.169
C -0.822 -2.425 -3.328
C -0.876 -2.425 1.417
P -0.398 0.143 0.085
H 2.252 -0.094 -5.413

The value obtained for the HOMO energy (alpha / beta) is -13.679 / -14.105 eV. As for the expectation value of S²: 2.156. Its total energy is -6026.86444 Eh. The largest force on an atom is 2.14 eV/Å. The value obtained for the HOMO-LUMO gap (alpha / beta) is 6.583 / 5.847 eV. The charge is +2. The energy relative to the best compared isomer or geometry (same formula, charge and spin) is 51.3 kcal per mole. The calculation puts the LUMO energy (alpha / beta) at -0.261 / -0.303 hartree. The spin multiplicity is 3.


[6]
Molecular formula: C6H12ClN
Method: DFT, ωB97M-V with the def2-TZVPD basis set

CARTESIAN COORDINATES (ANGSTROEM)
H -1.544 2.222 -0.598
C -1.656 0.668 -2.110
H -3.381 -0.174 -3.012
H -0.339 0.529 2.187
H -1.160 1.080 -2.990
H -2.988 -0.957 -1.388
H 2.493 -1.793 0.707
C 2.419 -0.762 2.767
Cl 2.196 2.387 -0.129
N 0.364 0.281 1.408
H -2.730 0.888 -0.366
C 2.643 -0.809 1.195
C -2.548 -0.545 -2.338
H 2.170 -1.732 3.253
H 3.342 -0.156 0.856
H 0.897 2.166 -0.187
H -2.121 -1.301 -3.092
C 1.403 -0.259 1.769
C -1.947 1.326 -0.976
H 2.940 0.143 3.303

The value obtained for the HOMO energy is -8.952 eV. Its total energy is -750.62420 Eh. The largest force on an atom is 3.75 eV/Å. The value obtained for the HOMO-LUMO gap is 9.887 eV. The charge is 0. The energy relative to the best compared isomer or geometry (same formula, charge and spin) is 93.3 kcal per mole. The calculation puts the LUMO energy at 0.034 hartree. Its SMILES is N=C1CC1.C=CC.Cl.


[7]
Molecular formula: C4H10N4O
Method: DFT, ωB97M-V with the def2-TZVPD basis set

CARTESIAN COORDINATES (ANGSTROEM)
H 0.461 0.615 1.739
H 4.041 -0.101 -0.960
N 2.234 -0.156 0.228
C 0.024 -0.118 1.003
H -3.524 -0.241 0.724
H 1.493 1.750 0.304
H 3.030 -1.648 -1.118
H -0.801 2.427 -0.883
C -0.825 0.530 -0.085
N 1.038 -0.897 0.363
H 0.732 -1.250 -0.595
H -0.776 -0.915 1.362
N -0.072 1.695 -0.658
N -1.952 0.278 -0.613
H -2.425 -1.722 0.424
C -2.887 -0.774 -0.102
H -3.526 -1.163 -0.905
O 0.660 2.326 0.449
C 3.074 -0.637 -0.676

The value obtained for the HOMO energy is -8.796 eV. Its total energy is -452.50182 Eh. The largest force on an atom is 4.09 eV/Å. The value obtained for the HOMO-LUMO gap is 9.490 eV. The charge is 0. The energy relative to the best compared isomer or geometry (same formula, charge and spin) is 123.0 kcal per mole. The calculation puts the LUMO energy at 0.025 hartree. Its SMILES is C=NNC/C(=N\C)NO.


[8]
Molecular formula: C39H66BrN3OSi2Yb
Method: DFT, ωB97M-V with the def2-TZVPD basis set

CARTESIAN COORDINATES (ANGSTROEM)
H 6.095 2.995 0.645
C -4.298 -1.294 -1.322
H 2.492 -2.022 1.487
H -3.075 -0.533 -3.576
C 5.482 -2.180 2.535
C 3.918 -0.873 -3.160
C -4.403 3.273 -0.994
H -5.430 2.884 1.966
C -0.557 -4.226 -0.079
H -4.317 -1.993 -2.162
H 0.669 2.930 4.046
H 0.009 -2.087 4.106
H 1.793 -0.688 -5.788
C -5.472 0.398 -2.722
H -6.933 1.386 0.675
H 0.403 0.426 -4.068
H 4.709 -2.623 -1.217
H -3.433 -1.541 -0.706
H -0.131 -1.502 -1.824
C 2.166 -0.571 -4.779
H 1.295 0.771 -1.802
H -2.853 1.187 -3.247
Br -1.670 1.551 0.120
H 6.244 -4.187 2.452
C 2.112 -4.641 -0.655
C 0.516 -1.126 4.003
C -4.213 0.135 -1.875
H 1.793 -6.669 -0.004
C 4.920 -2.488 -0.162
N -0.358 -0.213 3.229
H -4.432 4.291 0.954
C 4.599 -1.277 0.453
H 4.910 -1.242 -2.926
H -6.058 4.556 -1.506
Si 3.760 0.177 -0.431
C 4.992 1.618 -0.626
H -6.384 0.355 -2.120
H -2.061 -0.022 -2.227
H -1.290 -0.613 3.237
C -0.476 1.132 3.823
H -1.351 1.617 3.384
H -5.206 -1.460 -0.741
H -5.138 1.695 3.226
C 6.250 1.129 -1.353
C -2.971 0.209 -2.780
C 0.016 -5.473 0.133
H 5.709 -2.053 3.587
C -0.416 -1.810 -0.809
H 4.695 -0.206 2.317
C 1.391 0.058 -3.817
H 1.872 2.319 1.838
C 0.758 1.970 3.531
C 5.388 2.167 0.751
H 5.866 1.396 1.360
H -1.614 -4.084 0.125
H -0.628 1.076 4.906
H -6.489 -0.295 0.359
C 5.783 -3.377 1.900
C 4.902 -1.146 1.814
N 1.600 -1.952 1.979
H -5.433 1.363 -3.227
C 0.193 -3.153 -0.569
C -4.869 0.905 1.238
H 4.017 2.391 -2.422
C -5.910 3.524 -1.176
H 1.259 -2.905 2.064
H -3.923 5.283 -0.402
C 4.344 2.744 -1.441
H 6.980 1.940 -1.434
O 2.436 0.569 0.400
H -2.812 4.087 0.270
C 1.545 -3.392 -0.851
H -5.543 -0.373 -3.492
H 3.152 -4.804 -0.908
H -2.604 3.334 -2.230
Yb 0.484 -0.130 0.652
C -3.673 3.536 -2.322
C 1.356 -5.691 -0.150
H -4.459 -0.466 2.852
C -6.352 0.540 1.048
H 5.056 3.560 -1.594
H -3.049 -0.166 1.824
H 6.723 0.302 -0.815
H 4.048 -1.504 -5.206
C 3.433 -1.032 -4.451
H 4.511 2.543 1.287
H 2.460 -2.025 3.940
H 2.146 -2.586 -1.261
H -4.076 2.943 -3.143
C -4.787 2.053 2.255
H 0.691 -0.736 5.009
C 1.891 0.223 -2.534
H 6.015 0.792 -2.364
C -3.858 4.282 0.031
H -6.355 2.869 -1.925
H 1.639 1.467 3.931
H 5.751 -4.452 0.045
C 3.154 -0.251 -2.171
H -3.765 2.423 2.372
C -4.131 -0.312 1.821
H 0.358 2.908 1.762
C 1.849 -1.375 3.309
H 2.396 -0.443 3.159
H -6.458 3.397 -0.239
C 5.507 -3.525 0.549
H -1.503 -1.934 -0.830
H 3.473 3.155 -0.921
N 0.908 2.116 2.078
H -6.773 0.245 2.012
H -3.795 4.588 -2.591
H -0.600 -6.287 0.496
H -4.351 -1.222 1.265
Si -4.147 1.443 -0.465

The value obtained for the HOMO energy (alpha / beta) is -9.584 / -9.575 eV. As for the expectation value of S²: 0.751. Its total energy is -6076.91842 Eh. The largest force on an atom is 1.66 eV/Å. The value obtained for the HOMO-LUMO gap (alpha / beta) is 7.567 / 7.441 eV. The charge is +1. The energy relative to the best compared isomer or geometry (same formula, charge and spin) is 4.3 kcal per mole. The calculation puts the LUMO energy (alpha / beta) at -0.074 / -0.078 hartree. The spin multiplicity is 2.


[9]
Molecular formula: C35H34Cl2IrN7O2S2
Method: DFT, ωB97M-V with the def2-TZVPD basis set

CARTESIAN COORDINATES (ANGSTROEM)
C -5.342 0.543 0.687
C -0.857 1.008 -4.874
S 2.260 -0.726 -0.812
H -3.299 0.148 -5.865
C -3.040 0.735 4.024
H -1.052 1.249 -5.919
C 0.503 1.853 1.915
Ir 0.011 -0.676 -0.010
H 0.256 0.194 -2.679
Cl -6.702 1.498 1.079
H -2.567 4.135 -0.286
H -0.147 -1.662 -4.962
H 0.060 -1.409 -2.840
C -0.711 1.431 2.610
C -4.116 1.186 0.311
C -3.163 0.050 -4.788
O -2.143 -1.798 -0.289
H 4.138 3.216 0.323
H -1.114 1.880 -4.271
H 5.636 3.144 -0.602
H -6.398 -1.278 1.031
H 2.268 2.979 2.347
H -0.683 2.551 -0.642
C -4.383 -1.644 0.419
H 1.751 -2.451 1.928
C 7.506 0.590 1.889
C 0.046 -3.911 -0.423
C -3.107 -1.089 0.043
N -0.457 -6.976 -1.981
C -2.323 -0.238 3.376
H -2.618 -1.278 3.409
H 4.930 0.373 4.068
C -2.729 3.072 -0.175
C -1.695 -0.197 -4.456
C -5.456 -0.833 0.743
H 8.538 0.285 1.772
H 0.883 3.399 3.361
H 3.845 1.709 2.306
N 0.974 1.173 0.908
H -1.785 -2.335 -4.841
H -1.157 3.429 3.284
C -2.624 2.071 3.979
H -1.310 -1.370 -6.237
C 1.191 3.113 2.362
C 0.500 -5.222 -0.345
C -0.033 -6.202 -1.246
C -3.953 2.576 0.200
C -3.005 0.378 0.039
N -1.803 0.880 -0.267
C 1.461 -5.548 0.607
H -3.190 2.838 4.488
H -4.783 3.239 0.400
H 0.215 0.820 -4.791
C 6.800 0.233 3.029
C -1.471 2.395 3.303
Cl -4.527 -3.337 0.458
N -1.656 -0.316 -2.977
H -2.218 -1.119 -2.710
C 6.895 1.345 0.901
C 2.720 0.914 -0.478
H -3.785 -0.783 -4.451
N 0.505 -2.958 0.378
C 1.421 -3.266 1.297
H 0.975 3.929 1.668
C 5.482 0.637 3.175
N -0.360 -0.573 -2.430
H -0.719 -3.630 -1.135
H 2.662 -4.752 2.205
C 5.572 1.755 1.038
C 4.873 1.393 2.185
H -3.516 0.961 -4.306
N 2.091 1.720 0.301
C -1.204 -1.465 -5.156
O -0.562 -0.894 2.001
C -1.670 2.187 -0.384
H 7.279 -0.351 3.803
H 7.451 1.622 0.013
C 4.909 2.547 -0.051
C -1.163 0.080 2.632
C 1.921 -4.549 1.445
H -3.930 0.467 4.580
S 4.164 1.469 -1.321
H 1.832 -6.561 0.683

The value obtained for the HOMO energy (alpha / beta) is -9.960 / -10.540 eV. As for the expectation value of S²: 8.802. Its total energy is -3708.67993 Eh. The largest force on an atom is 0.42 eV/Å. The value obtained for the HOMO-LUMO gap (alpha / beta) is 6.452 / 5.080 eV. The charge is +1. The energy relative to the best compared isomer or geometry (same formula, charge and spin) is 0.0 kcal per mole. The calculation puts the LUMO energy (alpha / beta) at -0.129 / -0.201 hartree. The spin multiplicity is 6.


Q: Which of these has the lowest largest force on an atom?
A: C35H34Cl2IrN7O2S2